A structure of composition C22H28AsN3PtS5 at a distorted geometry, computed with ωB97M-V/def2-TZVPD.

The geometry in XYZ format:
```
60
Properties=species:S:1:pos:R:3:forces:R:3:mulliken_charge:R:1
Pt 0.0809 0.0382 0.1409 -0.08 -0.78 -0.47 0.76
S -3.0970 -0.8129 3.6725 0.31 0.22 -0.15 -0.49
As -2.4724 -1.0259 1.6655 -2.17 -1.30 0.86 0.47
S -0.3991 -1.7992 1.6413 0.56 1.38 -0.62 -0.45
S -2.1257 0.9451 0.7345 2.00 -0.70 -0.55 -0.36
S -3.7250 -2.2354 0.4775 0.54 0.40 0.00 -0.50
S 2.1310 0.6307 1.4429 -0.76 -0.81 -1.22 -0.27
C 0.9658 1.2545 2.5365 -0.70 0.65 1.14 0.17
N 0.4573 0.4311 3.5010 0.26 0.71 -0.01 0.11
C -0.4525 0.8437 4.3939 -0.13 -0.45 0.09 -0.35
C -0.8473 2.1529 4.3866 0.14 0.62 -0.42 -0.54
C -0.3000 2.9602 3.3884 -0.46 -0.31 0.58 0.01
N 0.5759 2.5253 2.5008 0.63 -0.20 -0.47 -0.37
H 0.6935 -0.5526 3.4252 -0.12 -0.20 -0.01 0.33
H -0.8468 0.1085 5.0790 0.10 -0.05 -0.07 0.56
H -1.5734 2.5261 5.0898 -0.04 -0.05 0.00 0.40
H -0.6020 3.9972 3.2932 0.04 0.01 0.02 0.42
C 1.7750 3.1695 -5.6760 -0.01 -0.03 0.08 -1.72
C 1.4617 2.9208 -4.2234 0.03 0.16 -0.09 -0.60
C 1.5541 3.9555 -3.2915 -0.08 -0.21 0.17 -0.72
C 1.2400 3.7430 -1.9484 0.10 0.14 -0.17 -0.50
C 1.3323 4.8418 -0.9257 -0.01 -0.05 -0.03 -1.49
C 0.8396 2.4856 -1.5590 -0.19 -0.49 -0.08 -0.15
C 0.7677 1.3849 -2.4566 0.46 0.94 -0.67 2.02
C 1.0821 1.6589 -3.8123 0.00 -0.10 0.16 0.12
N 0.4126 0.1692 -1.9601 -0.54 0.66 1.86 -1.18
C 0.2308 -1.0299 -2.7731 0.12 -0.51 0.14 2.31
C -0.2065 -2.1735 -1.8384 -0.02 0.17 -0.19 -2.89
C -0.4285 -3.4751 -2.6046 0.03 -0.10 -0.04 0.35
C -1.5267 -3.2575 -3.6456 0.01 0.05 0.03 -1.56
C -1.0928 -2.1408 -4.5958 0.02 -0.10 -0.05 0.41
C 0.2150 -2.5388 -5.2888 -0.01 0.05 0.09 -1.23
C 1.3077 -2.7652 -4.2384 0.03 -0.09 -0.05 0.39
C 0.8762 -3.8848 -3.2904 -0.06 0.08 0.00 -1.53
C 1.5444 -1.4704 -3.4552 0.05 0.04 -0.05 -1.11
C -0.8869 -0.8375 -3.8198 -0.14 0.16 -0.02 -1.06
H 2.0582 4.2072 -5.8409 0.01 0.00 -0.04 0.40
H 0.9059 2.9489 -6.2968 0.02 0.01 -0.04 0.35
H 2.5958 2.5327 -6.0078 0.00 0.01 -0.04 0.35
H 1.8687 4.9399 -3.6171 -0.01 0.02 -0.01 0.31
H 1.6433 5.7815 -1.3789 -0.01 0.01 0.01 0.39
H 2.0507 4.5702 -0.1514 -0.01 0.04 0.02 0.33
H 0.3675 4.9886 -0.4394 0.01 0.05 0.01 0.32
H 0.5602 2.3353 -0.5186 0.03 -0.03 -0.02 0.32
H 1.0356 0.8806 -4.5575 0.01 0.11 0.05 0.91
H -1.1441 -1.8952 -1.3443 0.02 -0.01 0.12 0.28
H 0.5683 -2.3241 -1.0794 -0.04 0.00 0.04 0.73
H -0.7385 -4.2503 -1.9006 -0.01 0.06 0.04 0.30
H -2.4599 -2.9871 -3.1447 -0.01 -0.02 0.00 0.48
H -1.7020 -4.1789 -4.2076 -0.02 0.00 0.00 0.54
H -1.8694 -1.9766 -5.3479 0.01 0.04 0.02 0.29
H 0.5239 -1.7548 -5.9883 0.00 -0.03 -0.05 0.49
H 0.0604 -3.4588 -5.8585 0.02 0.04 -0.06 0.52
H 2.2410 -3.0443 -4.7363 0.00 0.03 0.01 0.29
H 1.6523 -4.0614 -2.5398 0.01 -0.04 -0.02 0.46
H 0.7329 -4.8131 -3.8501 0.03 -0.01 0.01 0.53
H 1.9152 -0.7004 -4.1324 0.06 -0.12 0.07 0.41
H 2.3039 -1.6217 -2.6821 0.00 0.00 0.00 0.40
H -1.8061 -0.5531 -3.2996 0.01 0.00 0.02 0.41
H -0.6419 -0.0342 -4.5155 -0.08 -0.05 0.04 0.46
```
Forces are in eV/Å.

Properties
- charge = 0
- energy above the lowest of the compared OMol25 structures with the same formula, charge and spin (kcal/mol) = 52.3
- max |F| (Eh/bohr) = 0.052